{"formula": "C5H10", "method": "ωB97M-V/def2-TZVPD", "relative_energy_ev": 1.679, "e_homo_ev": -9.6, "charge": 0, "gap_ev": 10.8, "smiles": "C=CC(C)C", "energy_ha": -196.44670, "species": ["C", "C", "C", "C", "C", "H", "H", "H", "H", "H", "H", "H", "H", "H", "H"], "coordinates": [[1.1061, 1.1286, 0.5565], [0.4555, -0.2876, 0.5707], [0.9189, -1.0198, -0.6657], [-1.0792, -0.1345, 0.4431], [-1.7048, 0.2532, -0.7005], [0.7958, 1.4628, -0.4432], [2.2162, 1.1123, 0.6536], [0.5376, 1.9008, 1.2217], [0.7185, -0.9945, 1.4271], [0.7465, -2.1116, -0.6489], [2.0326, -1.0219, -0.7730], [0.3082, -0.5800, -1.5387], [-1.6176, -0.5248, 1.2976], [-2.8010, 0.4517, -0.9167], [-1.1158, 0.6663, -1.5045]], "atomic_forces_ev_per_a": [[-1.421, 0.564, 0.524], [-0.322, -0.400, 0.496], [0.327, -0.599, -1.690], [-0.445, -0.432, -1.037], [-0.491, 0.830, 1.232], [0.664, 0.244, 0.033], [-0.939, 0.195, 0.103], [1.432, -1.530, -0.633], [-0.437, 1.502, -0.533], [-0.586, 0.459, 0.170], [-0.786, 0.702, -0.281], [1.808, -0.898, 0.928], [-0.398, 0.256, -0.026], [1.343, -0.740, 0.970], [0.251, -0.152, -0.255]]}


{"formula": "C5H10BCuF5NO2PS", "method": "ωB97M-V/def2-TZVPD", "relative_energy_ev": 2.430, "e_homo_ev": [-16.0, -16.0], "charge": 2, "gap_ev": [6.0, 3.1], "spin_multiplicity": 2, "s_squared": 0.754, "energy_ha": -3305.11936, "species": ["N", "P", "O", "O", "B", "C", "C", "C", "S", "C", "F", "F", "C", "F", "F", "F", "H", "H", "H", "H", "H", "H", "H", "H", "H", "H", "Cu"], "coordinates": [[0.4947, 3.0816, 0.6329], [0.6724, 1.6859, -0.1040], [0.2978, 1.9132, -1.7388], [2.3042, 1.1354, -0.0491], [-0.5110, 0.4315, 0.7793], [0.1431, -0.8762, 1.4587], [1.0199, -1.7699, 0.4577], [0.6029, -1.6597, -1.0918], [1.2026, -3.2539, -1.9068], [-2.1161, 0.6636, 0.8898], [-2.7981, -0.4114, 1.5277], [-2.4002, 1.8027, 1.7042], [-2.8614, 0.9200, -0.5049], [-2.2283, 0.3480, -1.6109], [-3.0854, 2.2903, -0.6268], [-4.1355, 0.3287, -0.4150], [-0.1867, 3.0280, 1.4065], [1.1057, 2.0980, -2.2745], [2.5764, 1.2869, 0.8864], [0.8649, -0.4900, 2.2718], [-0.5797, -1.5645, 1.9982], [2.1456, -1.5410, 0.6538], [0.8475, -2.8651, 0.7618], [1.2015, -0.8189, -1.5597], [-0.5146, -1.6199, -1.2869], [2.3446, -2.9553, -2.6740], [3.5931, -1.1880, 0.4144]], "atomic_forces_ev_per_a": [[0.179, -2.820, 0.033], [-1.248, 3.551, -0.886], [2.292, -1.384, 2.095], [-0.934, -0.658, 0.326], [0.225, -1.107, 0.102], [0.627, -0.036, 0.526], [-1.429, -1.464, 0.276], [1.743, 0.504, 0.004], [-0.079, 0.414, -0.193], [-1.779, 0.685, 1.239], [1.757, 1.637, -1.260], [0.878, -2.019, -1.411], [-3.307, 0.605, 0.233], [-0.675, 1.256, 2.062], [1.119, -3.149, -0.543], [2.876, 1.184, -0.524], [0.287, 0.453, -0.333], [-0.727, 0.096, 0.256], [-0.241, 0.633, -0.766], [-1.040, -0.530, -1.011], [0.713, 0.939, -0.772], [-2.404, -0.665, -0.150], [0.605, 1.599, -0.185], [-1.256, -0.836, 0.248], [1.263, -0.052, 0.296], [-0.944, 0.240, 0.681], [1.497, 0.923, -0.340]]}